{"formula": "C29H57Cl3N2O3PSiV", "method": "ωB97M-V/def2-TZVPD", "spin_multiplicity": 3, "homo_energy_ev": [-6.9824, -6.9846], "max_force_ev_per_a": 1.9, "symbols": ["H", "C", "H", "H", "H", "H", "H", "C", "H", "C", "C", "H", "H", "H", "H", "H", "H", "H", "O", "C", "H", "H", "C", "N", "H", "H", "C", "H", "H", "V", "C", "C", "H", "C", "H", "C", "C", "H", "C", "C", "C", "H", "C", "H", "H", "O", "C", "H", "C", "H", "C", "H", "C", "H", "H", "H", "H", "C", "O", "C", "Cl", "H", "H", "H", "C", "H", "H", "N", "H", "H", "H", "Cl", "H", "C", "H", "H", "H", "H", "H", "H", "C", "C", "Cl", "Si", "C", "C", "H", "P", "H", "C", "H", "H", "H", "H", "H", "H", "H"], "xyz": [[3.352, -1.559, 0.110], [0.393, -4.296, 0.788], [-2.133, 2.834, 3.494], [1.095, -2.900, -0.755], [4.025, -2.684, -2.883], [0.020, 6.411, 0.540], [-0.992, -4.919, -4.823], [-0.742, 0.826, 5.163], [-2.565, 4.392, -3.073], [1.724, -0.368, 2.782], [-2.502, -1.454, 2.807], [-2.226, 1.673, 2.149], [1.890, 3.731, 2.135], [-0.642, -2.337, 2.171], [-0.208, -4.297, -2.281], [-1.259, -2.116, -5.127], [2.147, 0.219, 1.943], [0.723, -4.997, -4.382], [2.104, 0.055, -0.239], [-2.018, -4.359, 1.047], [2.035, -0.422, 4.937], [-1.193, 3.416, 0.245], [-1.213, 3.746, -5.591], [2.599, -1.557, -1.811], [-1.262, -0.673, -4.120], [-2.904, -0.749, 3.548], [2.152, -0.800, -2.976], [-3.126, -2.962, -0.204], [-2.903, -4.784, 1.526], [0.176, 0.972, -0.957], [0.252, -3.286, -0.172], [-0.983, -1.640, 2.966], [1.230, -1.253, -3.359], [-2.149, -3.342, 0.101], [3.176, -1.905, 2.365], [2.100, -1.835, 2.568], [-0.624, -2.257, 4.327], [1.457, 4.327, -5.195], [3.256, -2.825, -2.111], [-0.712, 1.223, 3.690], [-1.171, -1.836, -1.667], [1.696, 4.731, -3.487], [-0.253, 3.356, 0.813], [-2.156, 3.194, -5.698], [0.096, -3.565, -5.228], [0.416, 2.288, 0.861], [-1.586, 4.203, -2.599], [2.521, -3.544, -2.495], [2.685, -1.001, -0.581], [3.418, 0.159, 3.984], [-0.137, -4.323, -4.469], [1.563, -2.264, 1.712], [-0.747, -4.825, 1.398], [-2.687, -1.720, -4.144], [2.036, 1.242, 4.226], [-1.400, 4.818, -5.761], [-0.740, -3.350, 4.246], [1.354, 3.946, -4.167], [-0.251, -0.804, -1.536], [-0.644, 5.722, 1.085], [-0.451, 1.355, -3.401], [-0.508, 3.391, -6.357], [3.709, -3.232, -1.200], [0.408, -2.054, 4.642], [-0.418, -3.687, -3.159], [-2.747, -1.083, 1.802], [1.973, 0.246, -2.701], [0.078, 4.500, 1.422], [-2.188, -1.421, -1.602], [-1.604, 0.189, 5.402], [-1.236, 5.167, -2.205], [1.717, 2.698, -1.516], [-1.769, 3.505, -1.766], [-1.017, -2.491, -3.030], [1.903, -2.461, 3.447], [-1.501, 5.473, 0.448], [1.890, 5.489, 1.762], [0.175, 0.332, 5.503], [-0.623, -5.610, 2.148], [-2.904, 1.263, 3.748], [2.319, 0.192, 4.069], [-2.075, 1.767, 3.234], [-2.124, 1.180, -0.414], [-0.444, 3.497, -3.890], [-1.587, -1.720, -4.163], [-1.013, -2.825, -0.517], [2.908, -0.881, -3.762], [-0.103, -0.072, 2.481], [-0.849, 1.753, 5.745], [1.311, 4.657, 2.184], [-1.009, 6.216, 1.995], [-2.992, -2.428, 2.953], [1.400, -4.644, 1.044], [2.008, 3.067, -4.077], [0.037, 2.027, 3.551], [-1.313, -1.921, 5.114], [1.079, 4.896, 3.231]]}